{
  "formula": "C25H36FN2OPtS3",
  "method": "the ωB97M-V functional and the def2-TZVPD basis",
  "homo_lumo_gap_ev": [5.51, 5.51],
  "max_force_ev_per_a": 0.39,
  "molar_mass_g_mol": 690.85,
  "e_homo_ev": [-17.453, -17.454],
  "lumo_energy_ev": [-11.94, -11.94],
  "spin_multiplicity": 1,
  "relative_energy_kcal_mol": 0.0,
  "total_charge": 3,
  "symbols": ["Pt", "C", "C", "C", "C", "C", "C", "C", "C", "C", "C", "C", "C", "N", "C", "C", "C", "C", "C", "C", "F", "H", "H", "H", "H", "H", "H", "H", "H", "H", "H", "H", "H", "H", "H", "H", "H", "H", "H", "H", "H", "H", "S", "C", "N", "C", "C", "S", "H", "H", "H", "H", "H", "C", "C", "S", "O", "C", "C", "H", "H", "H", "H", "H", "H", "H", "H", "H", "H"],
  "positions_angstrom": [[-0.258, 0.122, -0.876], [1.455, -0.733, 3.540], [0.580, 0.528, 3.464], [0.677, 1.325, 4.769], [-0.842, 0.113, 3.146], [-1.537, -0.617, 4.100], [-2.762, -1.180, 3.809], [-3.326, -1.056, 2.527], [-2.678, -0.412, 1.501], [-3.412, -0.277, 0.174], [-2.908, -1.302, -0.830], [-3.436, 1.123, -0.438], [-1.434, 0.223, 1.830], [-0.824, 1.038, 0.879], [-0.628, 2.317, 1.230], [-1.358, 2.894, 2.337], [-1.137, 4.176, 2.743], [-0.227, 4.980, 2.039], [0.438, 4.508, 0.903], [0.222, 3.227, 0.492], [0.832, 2.795, -0.599], [2.494, -0.443, 3.701], [1.391, -1.324, 2.625], [1.158, -1.366, 4.377], [0.976, 1.144, 2.656], [0.430, 0.711, 5.635], [0.017, 2.193, 4.772], [1.700, 1.675, 4.905], [-1.105, -0.753, 5.082], [-3.301, -1.725, 4.573], [-4.315, -1.461, 2.352], [-4.449, -0.539, 0.396], [-1.814, -1.156, -0.986], [-3.415, -1.208, -1.790], [-2.990, -2.328, -0.471], [-2.497, 1.371, -0.959], [-3.628, 1.903, 0.300], [-4.222, 1.181, -1.190], [-2.156, 2.316, 2.784], [-1.708, 4.597, 3.560], [-0.077, 6.009, 2.342], [1.106, 5.141, 0.335], [1.895, 0.140, -0.125], [2.720, -1.338, -0.448], [3.953, -1.446, -0.013], [4.607, -2.757, -0.149], [3.804, -3.515, -1.204], [2.149, -2.735, -1.258], [4.395, -0.700, 0.509], [4.591, -3.258, 0.819], [5.641, -2.616, -0.458], [3.682, -4.564, -0.950], [4.239, -3.432, -2.197], [0.088, -2.519, -5.259], [-1.040, -1.665, -4.709], [-0.566, -0.176, -3.825], [0.279, -0.728, -2.611], [0.636, 0.638, -4.908], [2.078, 0.207, -4.692], [-0.341, -3.445, -5.641], [0.807, -2.777, -4.483], [0.604, -2.033, -6.085], [-1.648, -2.204, -3.978], [-1.717, -1.300, -5.487], [0.501, 1.702, -4.718], [0.276, 0.437, -5.920], [2.378, 0.345, -3.655], [2.710, 0.838, -5.316], [2.248, -0.829, -4.974]]
}